# 1
A structure of composition C25H32ClN9O6SSeSiSr. Source: the Open Molecules 2025 dataset; level of theory: ωB97M-V with the def2-TZVPD basis set.

XYZ file:
```
77
C25H32ClN9O6SSeSiSr, DFT ωB97M-V with the def2-TZVPD basis set
Sr 0.960 0.664 0.616
O 6.745 3.068 -0.104
C 6.850 1.757 -0.079
O 7.925 1.191 -0.044
C 5.587 0.966 -0.114
C 5.598 -0.412 -0.145
N 4.329 -0.823 -0.192
N 3.467 0.198 -0.180
C 4.207 1.299 -0.121
C 3.549 2.657 -0.010
O 4.302 3.651 -0.120
O 2.313 2.695 0.191
H 5.755 3.346 -0.129
H 6.428 -1.097 -0.129
H 3.991 -1.783 -0.101
C -7.145 -0.477 -1.059
C -5.819 -0.163 -1.744
N -4.783 0.305 -0.836
C -4.008 -0.688 -0.080
C -4.622 -1.046 1.270
C -4.680 1.642 -0.646
O -5.490 2.443 -1.107
C -3.490 2.137 0.121
C -3.633 2.867 1.290
C -2.503 3.369 1.909
C -1.269 3.126 1.327
N -1.122 2.426 0.207
C -2.213 1.942 -0.381
H -7.901 -0.736 -1.804
H -7.493 0.397 -0.507
H -7.052 -1.312 -0.365
H -5.976 0.617 -2.486
H -5.431 -1.048 -2.254
H -2.990 -0.340 0.079
H -3.931 -1.570 -0.717
H -4.933 -0.140 1.793
H -3.864 -1.524 1.890
H -5.488 -1.704 1.173
H -4.619 3.037 1.704
H -2.568 3.926 2.834
H -0.353 3.498 1.776
H -2.047 1.347 -1.274
C 0.931 -4.382 -0.583
N 1.041 -3.860 0.766
C -0.034 -3.487 1.561
C 0.470 -3.006 2.710
N 1.841 -3.100 2.607
C 2.201 -3.610 1.412
S 3.789 -3.896 0.847
H 0.193 -5.185 -0.598
H 1.905 -4.770 -0.869
H 0.637 -3.583 -1.265
H -1.044 -3.512 1.196
H -0.009 -2.527 3.543
H 2.493 -2.728 3.283
Cl -1.275 -0.254 2.261
O 2.194 0.337 2.797
N 1.996 1.193 3.705
C 2.079 0.731 4.945
C 1.884 1.626 6.037
N 1.740 2.324 6.942
C 2.318 -0.658 5.188
N 2.511 -1.784 5.346
C 0.988 1.934 -3.155
Si 0.868 0.077 -3.385
C 2.617 -0.584 -3.618
C -0.028 -0.183 -5.024
Se -0.227 -0.945 -1.731
H 1.347 2.418 -4.069
H 1.677 2.207 -2.356
H 0.019 2.369 -2.898
H 2.997 -0.368 -4.623
H 2.645 -1.664 -3.461
H 3.292 -0.124 -2.894
H 0.514 0.300 -5.844
H -1.036 0.236 -4.978
H -0.119 -1.249 -5.248
```

Output
energy relative to the best compared isomer or geometry (same formula, charge and spin) = 0.0 kcal/mol
total charge = -2
highest occupied orbital energy = -3.18 eV
2S+1 = 1
Kohn-Sham gap = 7.2 eV
E_LUMO = 4.02 eV

---

# 2
A cluster of 2 separate species, C25H32F3N4O5P2S2 in total. Source: the Open Molecules 2025 dataset; level of theory: ωB97M-V with the def2-TZVPD basis set.

XYZ file:
```
73
C25H32F3N4O5P2S2, DFT ωB97M-V with the def2-TZVPD basis set
C 2.670 1.588 3.071
C 1.292 1.201 2.564
O 0.474 0.810 3.358
N 0.905 1.293 1.177
C 1.964 0.901 0.226
C 0.266 2.535 0.875
C 0.934 3.755 0.845
N 2.335 3.825 1.137
C 3.071 4.289 0.281
S 4.086 5.013 -0.651
C 0.198 4.892 0.552
C -1.180 4.843 0.304
C -1.863 3.631 0.350
C -3.364 3.661 0.105
C -4.081 4.312 1.316
C -3.570 3.761 2.612
F -3.404 2.406 2.689
C -3.228 4.482 3.738
F -4.138 5.010 4.540
F -1.996 4.735 4.149
C -1.123 2.474 0.618
P -1.865 0.789 0.685
S -1.052 -0.519 -0.512
C -1.682 6.216 -0.003
O -2.739 6.539 -0.464
N -0.611 7.119 0.366
P -0.969 7.562 2.031
O -1.248 8.996 2.201
C 0.614 6.316 0.467
O 1.689 6.841 0.502
H 2.547 2.435 3.743
H 3.390 1.804 2.291
H 3.035 0.746 3.661
H 2.826 0.463 0.724
H 2.245 1.714 -0.443
H 1.539 0.121 -0.411
H -3.587 4.249 -0.781
H -3.766 2.662 -0.018
H -3.926 5.386 1.276
H -5.162 4.133 1.246
H -1.687 0.410 2.026
H -3.252 0.886 0.515
H 0.154 7.129 2.759
H -2.095 6.791 2.376
C 2.244 -4.520 -0.304
C 1.865 -4.636 -1.794
C 2.422 -5.954 -2.351
C 1.702 -7.217 -1.868
C 0.227 -6.965 -1.519
C -0.391 -5.736 -2.199
N 0.398 -4.568 -1.853
O -0.094 -3.408 -2.390
C -1.787 -5.558 -1.602
C -0.543 -5.990 -3.708
C 2.570 -3.510 -2.539
H 1.884 -3.573 0.101
H 3.333 -4.558 -0.161
H 1.803 -5.326 0.285
H 2.373 -5.925 -3.443
H 3.488 -6.032 -2.113
H 1.776 -7.982 -2.645
H 2.213 -7.632 -0.995
H -0.358 -7.860 -1.756
H 0.139 -6.839 -0.436
H -1.720 -5.318 -0.540
H -2.369 -6.482 -1.706
H -2.333 -4.758 -2.100
H -1.165 -6.874 -3.885
H 0.414 -6.160 -4.205
H -1.027 -5.142 -4.193
H 3.654 -3.605 -2.408
H 2.276 -2.532 -2.161
H 2.355 -3.543 -3.607
```

Output
total charge = -1
highest occupied orbital energy = -1.49 eV
2S+1 = 1
Kohn-Sham gap = 1.7 eV
E_LUMO = 0.24 eV

---

# 3
A structure of composition C25H32FHgO2. Source: the Open Molecules 2025 dataset; level of theory: ωB97M-V with the def2-TZVPD basis set.

XYZ file:
```
61
C25H32FHgO2, DFT ωB97M-V with the def2-TZVPD basis set
O 0.760 0.266 -4.782
C 0.483 1.323 -5.788
C 0.339 0.391 -6.974
H 1.335 2.011 -5.943
H -0.468 1.842 -5.574
C 0.486 -0.685 -5.860
H 1.200 0.458 -7.650
H -0.629 0.461 -7.478
C 1.621 -1.600 -6.266
H 2.558 -1.043 -6.400
H 1.396 -2.023 -7.262
H 1.736 -2.450 -5.583
C -0.763 -1.499 -5.596
H -1.618 -0.854 -5.340
H -0.542 -2.225 -4.795
H -1.046 -2.070 -6.495
Hg 2.868 1.758 1.788
C -2.454 -1.267 3.869
C -2.060 0.095 4.087
C -2.057 0.747 2.825
H -1.815 0.536 5.055
C -2.530 -0.195 1.860
C -2.684 -1.456 2.483
H -2.877 -2.392 1.948
H -2.493 -2.033 4.633
H -1.785 1.782 2.627
H -2.748 -0.016 0.829
C 0.802 -2.554 4.268
C -0.200 -3.099 3.410
C 0.276 -3.047 2.064
H -1.169 -3.477 3.733
C 1.583 -2.486 2.081
C 1.927 -2.181 3.445
H 2.883 -1.745 3.799
H 0.707 -2.461 5.360
H -0.272 -3.363 1.171
H 2.202 -2.342 1.190
O -1.282 0.312 -0.379
C -1.350 -0.800 -1.305
C -2.212 -0.231 -2.407
H -1.797 -1.668 -0.807
H -0.339 -1.060 -1.681
C -1.488 1.154 -2.577
H -3.222 -0.110 -1.967
H -2.263 -0.833 -3.309
C -1.030 1.511 -1.139
H -2.058 1.968 -3.042
H -0.570 0.953 -3.165
H -1.513 2.398 -0.679
H 0.056 1.707 -1.095
F 2.197 3.557 7.742
C 2.183 3.185 6.417
C 2.877 4.004 5.519
C 2.770 3.656 4.153
C 2.213 2.425 3.781
C 1.529 1.604 4.697
C 1.543 1.997 6.066
H 3.502 4.839 5.849
H 3.176 4.311 3.375
H 1.021 0.668 4.395
H 1.103 1.344 6.821
```

Output
energy relative to the best compared isomer or geometry (same formula, charge and spin) = 27.5 kcal/mol
total charge = -1
highest occupied orbital energy (spin up / spin down) = -2.96 / -2.67 eV
2S+1 = 1
Kohn-Sham gap (spin up / spin down) = 4.4 / 4.6 eV
E_LUMO (spin up / spin down) = 1.48 / 1.97 eV

---

# 4
A structure of composition C25H32FHoO2. Source: the Open Molecules 2025 dataset; level of theory: ωB97M-V with the def2-TZVPD basis set.

XYZ file:
```
61
C25H32FHoO2, DFT ωB97M-V with the def2-TZVPD basis set
O 1.055 -0.330 -4.968
C 1.424 0.592 -6.103
C 1.187 -0.412 -7.204
H 2.474 0.915 -6.051
H 0.723 1.440 -6.137
C 0.972 -1.374 -6.009
H 2.064 -0.650 -7.830
H 0.280 -0.265 -7.803
C 2.139 -2.348 -6.017
H 3.091 -1.835 -6.231
H 1.993 -3.048 -6.853
H 2.203 -2.956 -5.121
C -0.384 -2.040 -5.990
H -1.145 -1.283 -6.181
H -0.575 -2.498 -5.009
H -0.428 -2.804 -6.778
Ho 0.346 -0.342 -1.959
C -1.256 -0.629 0.281
C -1.406 0.758 -0.031
C -2.293 0.849 -1.140
H -1.010 1.583 0.562
C -2.632 -0.458 -1.566
C -1.988 -1.371 -0.687
H -2.159 -2.443 -0.638
H -0.784 -1.046 1.185
H -2.738 1.758 -1.496
H -3.362 -0.725 -2.330
C 1.487 -2.034 -0.630
C 0.557 -2.708 -1.480
C 0.941 -2.478 -2.823
H -0.266 -3.353 -1.177
C 2.127 -1.650 -2.811
C 2.453 -1.381 -1.447
H 3.307 -0.791 -1.123
H 1.522 -2.099 0.448
H 0.481 -2.939 -3.698
H 2.700 -1.308 -3.671
O -0.457 2.662 -3.149
C -1.508 2.590 -4.136
C -2.011 4.014 -4.362
H -2.303 1.902 -3.780
H -1.100 2.150 -5.054
C -1.360 4.858 -3.244
H -3.100 4.073 -4.346
H -1.690 4.349 -5.358
C -0.098 4.047 -2.984
H -1.990 4.861 -2.341
H -1.141 5.879 -3.572
H 0.352 4.152 -1.996
H 0.691 4.279 -3.722
F 2.560 3.762 2.964
C 2.408 2.767 2.015
C 2.976 2.927 0.764
C 2.629 2.019 -0.278
C 1.717 1.019 0.004
C 1.378 0.723 1.301
C 1.615 1.661 2.335
H 3.684 3.741 0.576
H 3.105 2.104 -1.262
H 0.887 -0.205 1.582
H 1.230 1.518 3.329
```

Output
energy relative to the best compared isomer or geometry (same formula, charge and spin) = 35.1 kcal/mol
highest occupied orbital energy (spin up / spin down) = -6.92 / -6.94 eV
2S+1 = 5
Kohn-Sham gap (spin up / spin down) = 7.2 / 7.2 eV
E_LUMO (spin up / spin down) = 0.26 / 0.26 eV